{
  "formula": "C31H46CrP2",
  "method": "the ωB97M-V functional and the def2-TZVPD basis",
  "s_squared": 3.785,
  "spin_multiplicity": 4,
  "e_homo_ev": [-9.17, -8.49],
  "total_charge": 1,
  "gap_ev": [6.83, 3.01],
  "elements": ["Cr", "C", "C", "C", "C", "C", "C", "H", "H", "H", "C", "H", "H", "H", "C", "H", "H", "H", "C", "H", "H", "H", "C", "H", "H", "H", "C", "C", "C", "C", "C", "C", "C", "C", "H", "H", "H", "H", "H", "H", "H", "H", "H", "H", "H", "H", "P", "C", "C", "P", "C", "C", "C", "H", "H", "H", "H", "H", "H", "H", "H", "H", "H", "H", "H", "H", "H", "C", "C", "C", "C", "C", "C", "C", "C", "H", "H", "H", "H", "H"],
  "coordinates": [[-0.0422, -0.9093, 1.7156], [-1.8761, -1.2813, 2.8461], [-1.5338, -2.4401, 2.0784], [0.2481, -1.9676, 3.5169], [-0.7961, -1.0105, 3.7436], [-0.1973, -2.8626, 2.4501], [-3.1954, -0.5730, 2.8442], [-3.6818, -0.6156, 1.8629], [-3.0934, 0.4815, 3.1304], [-3.8656, -1.0514, 3.5723], [-0.7599, 0.1049, 4.7365], [-1.6965, 0.6713, 4.7184], [0.0379, 0.8147, 4.5013], [-0.5951, -0.2701, 5.7521], [1.5767, -1.9361, 4.1871], [1.4756, -2.0474, 5.2723], [2.0742, -0.9731, 4.0135], [2.2324, -2.7271, 3.8140], [0.6205, -3.8689, 1.7255], [0.6951, -4.8115, 2.2754], [1.6427, -3.5087, 1.5518], [0.1720, -4.0938, 0.7517], [-2.4261, -3.0994, 1.0820], [-2.7420, -4.0880, 1.4449], [-1.9339, -3.2370, 0.1079], [-3.3382, -2.5091, 0.9275], [-1.4040, 1.7106, -0.4033], [-2.6425, 1.2034, -0.5801], [-2.9970, -0.0974, -1.2577], [-1.8449, -0.5109, -2.1771], [-0.6345, -1.1095, -1.5707], [0.5062, -0.5536, -1.0832], [0.9249, 0.8712, -1.0458], [-0.2288, 1.8579, -1.3078], [-3.8962, 0.0267, -1.8920], [-1.5557, 0.4319, -2.7581], [-3.2224, -0.9015, -0.5264], [-0.5012, 1.7717, -2.3755], [-1.1181, 2.0437, 0.6015], [-3.4608, 1.6470, -0.0023], [0.1817, 2.8693, -1.1632], [1.3782, 1.0890, -0.0550], [1.2626, -1.2615, -0.6973], [1.7215, 1.0749, -1.7909], [-2.2575, -1.2451, -2.8908], [-0.6808, -2.1988, -1.5528], [-0.8660, 1.1538, -4.3151], [-1.0192, 2.9518, -4.4576], [-2.1457, 0.3098, -5.2631], [1.4268, -1.0166, -4.4871], [0.7977, 0.7181, -4.8262], [0.6666, -1.9070, -5.9198], [3.0130, -0.5691, -5.3355], [-0.1506, 3.4460, -3.9949], [-1.9458, 3.2946, -3.9740], [-1.0454, 3.1981, -5.5234], [-2.1966, 0.7452, -6.2653], [-3.1140, 0.4701, -4.7645], [-1.9535, -0.7702, -5.3369], [2.8151, -0.1994, -6.3509], [3.7048, -1.4147, -5.3926], [3.4802, 0.2379, -4.7575], [1.5243, 1.3838, -4.3179], [0.8660, 0.9612, -5.9027], [1.1711, -2.8788, -6.0289], [0.7839, -1.3562, -6.8629], [-0.3969, -2.0931, -5.7294], [0.8421, 0.7396, 1.9849], [1.5591, 1.3861, 2.7842], [2.3129, 2.0954, 3.7182], [1.7066, 3.1701, 4.4100], [2.3299, 3.6898, 5.5388], [3.5703, 3.1854, 5.9600], [4.2041, 2.1748, 5.2236], [3.6050, 1.6489, 4.0842], [0.7556, 3.5684, 4.0451], [1.8450, 4.4927, 6.0930], [4.0421, 3.5799, 6.8623], [5.1759, 1.7975, 5.5430], [4.1026, 0.8965, 3.4650]],
  "atomic_forces_ev_per_a": [[-1.3, -0.3, -1.7], [0.5, -0.6, 0.2], [0.9, 0.0, 0.7], [-1.0, -0.5, -0.8], [0.0, -0.5, -0.3], [-0.9, 1.0, 1.0], [-0.1, 0.0, 0.1], [0.1, 0.1, 0.2], [0.0, -0.3, -0.1], [0.0, 0.1, -0.2], [0.0, 0.2, 0.1], [0.1, -0.2, 0.1], [-0.1, -0.2, 0.2], [-0.1, 0.0, -0.1], [0.4, 0.1, 0.2], [0.0, -0.1, -0.1], [-0.1, -0.2, 0.1], [-0.1, 0.0, 0.1], [0.2, -0.6, 0.0], [0.0, 0.0, -0.1], [-0.1, -0.1, 0.0], [0.1, 0.0, 0.1], [-0.2, -0.2, -0.2], [0.1, 0.2, -0.2], [-0.2, -0.1, 0.2], [0.2, -0.2, 0.0], [-0.3, 0.1, 0.6], [-0.1, -0.4, 0.9], [0.0, 1.1, -1.3], [-0.7, -0.5, -0.4], [1.3, -0.1, 1.2], [-0.6, -0.9, 0.0], [0.3, 0.8, 0.0], [1.0, -0.7, -0.2], [0.2, -0.2, 0.3], [-0.4, -0.9, 0.5], [0.2, 0.6, -0.2], [0.1, 0.4, 0.8], [-0.7, 1.1, -0.3], [0.5, -0.6, 0.7], [-0.3, -0.2, -0.1], [-0.3, -0.1, -0.7], [-0.3, 0.2, -0.3], [-0.2, -0.3, 0.2], [0.3, 0.3, 0.0], [0.1, 0.1, 0.2], [0.4, 0.5, -0.8], [-0.3, 0.1, -0.1], [-0.2, 0.1, -0.2], [0.5, 0.1, -0.9], [0.1, 0.2, 0.0], [-0.1, -0.1, 0.1], [0.2, 0.0, 0.2], [-0.4, -0.3, -0.1], [0.3, -0.1, -0.2], [-0.1, 0.1, 0.1], [0.0, -0.1, 0.0], [0.3, 0.0, -0.1], [0.0, 0.5, 0.1], [0.1, -0.1, 0.2], [-0.1, 0.1, 0.1], [0.1, -0.2, -0.1], [-0.6, -0.2, -0.1], [0.0, -0.1, 0.2], [-0.2, 0.3, 0.1], [-0.1, -0.1, 0.2], [0.3, -0.1, -0.1], [2.3, 2.8, 2.4], [-1.7, -1.4, -3.2], [0.8, 0.7, 1.2], [0.4, -0.3, 0.1], [0.3, 0.0, -0.1], [-0.2, -0.2, -0.2], [0.0, 0.3, 0.0], [-0.5, 0.3, 0.1], [0.3, -0.3, 0.3], [0.2, -0.2, -0.1], [-0.2, -0.1, -0.3], [-0.2, 0.2, -0.1], [-0.2, 0.1, 0.4]]
}

***

{
  "formula": "C31H46F4O12",
  "method": "the ωB97M-V functional and the def2-TZVPD basis",
  "e_homo_ev": -10.13,
  "smiles": "CCCCCCCCCCCCCCCCCCC1=C(F)C(=O)OC1=O.O=C1OC[C@@H](F)O1.O=C1OC[C@@H](F)O1.O=C1OC[C@@H](F)O1",
  "gap_ev": 8.86,
  "elements": ["C", "C", "C", "C", "C", "C", "C", "C", "C", "C", "C", "C", "C", "C", "C", "C", "C", "C", "C", "C", "F", "C", "O", "O", "C", "O", "H", "H", "H", "H", "H", "H", "H", "H", "H", "H", "H", "H", "H", "H", "H", "H", "H", "H", "H", "H", "H", "H", "H", "H", "H", "H", "H", "H", "H", "H", "H", "H", "H", "H", "H", "H", "H", "C", "C", "O", "C", "O", "O", "F", "H", "H", "H", "C", "C", "O", "C", "O", "O", "F", "H", "H", "H", "C", "C", "O", "C", "O", "O", "F", "H", "H", "H"],
  "coordinates": [[2.0779, 1.9706, 2.3111], [1.4805, 0.7343, 1.6046], [1.4073, -0.4595, 2.5480], [0.8564, -1.7126, 1.8495], [-0.5576, -1.4983, 1.2982], [-0.5557, -1.4967, -0.2170], [-1.8760, -1.1196, -0.8911], [-2.6282, 0.0060, -0.1981], [-3.9215, 0.3720, -0.9529], [-4.0435, 1.8885, -1.0516], [-4.3685, 2.5367, 0.3019], [-3.3640, 3.5819, 0.8108], [-2.7290, 4.4553, -0.2702], [-1.3228, 3.9472, -0.6652], [-0.2085, 4.9611, -0.4952], [1.1865, 4.3210, -0.4765], [1.9658, 4.4853, -1.7914], [2.6413, 3.1871, -2.2790], [1.6836, 2.3989, -3.0845], [0.6836, 1.6132, -2.6948], [0.2962, 1.2724, -1.4770], [-0.0404, 1.0701, -3.8744], [-1.0561, 0.3895, -3.8878], [0.6473, 1.4979, -4.9901], [1.6718, 2.3350, -4.5577], [2.4411, 2.8928, -5.3241], [3.0413, 2.2103, 1.8839], [2.2193, 1.7430, 3.3579], [1.4190, 2.8211, 2.2296], [0.4601, 0.9600, 1.3202], [2.0152, 0.4869, 0.6932], [2.3717, -0.6995, 2.9805], [0.6914, -0.1981, 3.3183], [1.5524, -1.9654, 1.0525], [0.8873, -2.5138, 2.5793], [-1.1852, -2.2869, 1.6913], [-0.9342, -0.5681, 1.6987], [-0.3179, -2.5120, -0.5281], [0.2618, -0.8812, -0.5773], [-2.5333, -1.9813, -0.8766], [-1.6736, -0.8038, -1.9069], [-2.8719, -0.3057, 0.8071], [-2.0181, 0.9026, -0.1812], [-3.8329, -0.0040, -1.9662], [-4.7946, -0.0629, -0.4833], [-3.1088, 2.2331, -1.4763], [-4.8280, 2.1399, -1.7572], [-4.3802, 1.7443, 1.0430], [-5.3665, 2.9509, 0.3168], [-3.9025, 4.2337, 1.4924], [-2.6084, 3.0994, 1.4178], [-3.3624, 4.4621, -1.1482], [-2.6571, 5.4877, 0.0498], [-1.3645, 3.6190, -1.7027], [-1.1093, 3.0506, -0.0986], [-0.3554, 5.4592, 0.4552], [-0.2652, 5.6874, -1.2979], [1.1517, 3.2866, -0.1642], [1.7537, 4.8388, 0.2880], [2.6874, 5.2849, -1.7018], [1.2540, 4.7824, -2.5543], [3.4608, 3.4585, -2.9296], [2.9932, 2.5873, -1.4525], [0.9518, -4.5766, 5.3870], [0.8019, -4.1306, 6.8234], [0.5117, -2.7516, 6.6842], [-0.0992, -2.5870, 5.4755], [-0.6914, -1.6187, 5.1515], [0.0611, -3.6888, 4.7007], [1.9517, -4.2790, 7.5275], [1.9697, -4.4246, 5.0248], [0.6628, -5.6109, 5.2239], [-0.0105, -4.6166, 7.3664], [3.7219, -0.2969, -5.1553], [4.7599, -0.4876, -6.2366], [5.8734, -0.9700, -5.5040], [5.3942, -1.6140, -4.3998], [6.0254, -2.3357, -3.7122], [4.0847, -1.3114, -4.2116], [5.0922, 0.6776, -6.8402], [3.8087, 0.6826, -4.6855], [2.7037, -0.4411, -5.5086], [4.4878, -1.2180, -7.0003], [-1.5513, -6.8092, 1.0888], [-1.7221, -6.3847, 2.5294], [-2.0578, -5.0187, 2.4080], [-2.6693, -4.8509, 1.1965], [-3.2841, -3.8956, 0.8824], [-2.4678, -5.9418, 0.4150], [-0.5668, -6.5032, 3.2396], [-0.5374, -6.6170, 0.7349], [-1.8046, -7.8512, 0.9131], [-2.5184, -6.9057, 3.0636]],
  "atomic_forces_ev_per_a": [[-0.1, -0.7, -0.5], [0.0, 0.3, 0.7], [-0.5, -0.4, -0.9], [0.3, 0.6, 0.4], [0.7, -0.3, 0.2], [-0.4, -0.4, -0.1], [0.2, 0.3, 0.7], [-0.5, -0.2, -0.5], [0.7, 0.4, -0.1], [-0.7, -0.3, 0.2], [0.8, -0.2, 0.2], [-0.7, 0.5, 0.0], [0.6, -0.4, -0.1], [-0.6, 0.1, -0.5], [0.1, -0.7, 0.3], [0.3, 0.8, -0.2], [-0.5, -0.6, 0.1], [-0.1, 0.7, -0.4], [-0.3, -0.5, 0.6], [-0.2, -0.2, 0.1], [0.2, 0.3, -0.6], [-2.4, -1.6, 0.3], [2.7, 1.7, -0.3], [-0.1, 0.1, 0.0], [1.6, 1.3, -1.5], [-1.8, -1.4, 1.4], [0.3, 0.3, 0.0], [0.1, 0.1, 0.4], [-0.1, 0.4, 0.0], [-0.2, 0.1, -0.3], [0.2, -0.1, -0.2], [0.3, 0.2, 0.2], [0.1, 0.1, 0.6], [0.1, -0.2, -0.2], [-0.1, -0.3, 0.0], [-0.5, -0.1, 0.0], [-0.2, 0.3, 0.1], [0.2, -0.2, -0.2], [0.1, 0.3, 0.0], [-0.1, -0.3, -0.3], [-0.1, -0.2, -0.3], [0.1, 0.1, 0.4], [0.4, 0.2, 0.3], [-0.2, -0.3, -0.3], [-0.3, -0.2, 0.0], [0.2, 0.3, -0.1], [-0.1, 0.1, -0.3], [-0.1, -0.2, 0.2], [-0.3, 0.2, -0.2], [-0.1, 0.1, 0.3], [0.4, -0.1, 0.0], [-0.3, 0.1, -0.2], [0.0, 0.3, 0.2], [0.2, -0.1, -0.3], [0.2, -0.2, 0.3], [-0.1, 0.3, 0.2], [0.0, 0.4, 0.0], [-0.2, -0.4, 0.0], [0.3, 0.0, 0.3], [0.3, 0.1, 0.0], [0.0, 0.2, -0.3], [0.4, -0.1, -0.1], [0.2, -0.1, 0.3], [-0.1, -0.3, -0.2], [0.3, 0.2, 0.0], [-0.2, -0.3, 0.0], [0.0, 0.1, -0.2], [-0.1, 0.2, -0.1], [0.1, -0.1, 0.4], [-0.1, 0.1, 0.0], [0.0, 0.1, 0.1], [-0.2, 0.1, -0.1], [0.1, 0.0, 0.1], [-0.3, -0.1, 0.1], [0.2, 0.3, 0.1], [-0.2, -0.2, -0.1], [0.0, 0.1, 0.0], [0.1, -0.1, 0.1], [0.0, 0.1, -0.2], [0.0, -0.1, 0.1], [0.2, 0.1, -0.1], [0.0, -0.2, 0.1], [0.0, 0.1, -0.1], [0.0, -0.2, -0.2], [0.2, 0.3, 0.0], [-0.2, -0.3, 0.0], [0.2, 0.0, 0.0], [-0.1, 0.2, -0.1], [0.1, -0.1, 0.2], [-0.1, 0.0, 0.0], [0.0, 0.1, 0.1], [-0.2, 0.1, -0.1], [0.1, 0.0, 0.1]]
}

***

Energy list, top to bottom, in eV: -79878.899, -68333.098